One molecule with the formula C16H19BrN4O3 in a non-equilibrium geometry. Source: the OMol25 dataset; level of theory: ωB97M-V/def2-TZVPD.

* HOMO energy: -8.711 eV
* SMILES string: Cc1c(Br)c([N+](=O)[O-])nn1CCCC(=O)N[C@H](C)c1ccccc1
* maximum force: 2.12 eV/Å
* ΔE to the lowest compared entry with this formula, charge and spin: 273.4 kJ/mol

The geometry in XYZ format:
```
43
Properties=species:S:1:pos:R:3:forces:R:3
C -2.54596 1.92388 -1.62822 -0.010 0.009 0.140
C -1.83571 0.63534 -1.77332 0.478 0.084 -0.539
C -0.67881 0.34294 -2.47795 -0.065 -0.111 -0.045
C -0.43279 -1.01918 -2.21695 -1.586 1.217 0.712
N -1.37204 -1.50778 -1.41383 0.615 -0.854 -0.179
N -2.19578 -0.51521 -1.16109 0.442 0.396 -0.698
C -3.30986 -0.72960 -0.27032 -0.418 -0.460 0.356
H -4.10117 -1.24802 -0.82309 0.044 0.146 0.053
H -3.67568 0.24534 0.05392 0.017 -0.045 -0.091
C -2.89605 -1.57523 0.93587 -0.004 0.232 0.012
C -2.04637 -0.79000 1.94103 0.048 0.011 -0.180
C -0.74502 -0.30590 1.30216 -0.609 -0.032 0.438
O -0.68140 0.76629 0.73271 -0.083 0.216 -0.020
N 0.27519 -1.17042 1.43635 0.572 -0.428 0.179
H 0.08321 -2.06883 1.85296 -0.119 0.140 0.020
C 1.59607 -1.06314 0.82463 0.123 -0.004 -0.175
C 2.02099 0.37264 0.64274 0.138 0.084 -0.086
C 2.02976 1.24844 1.72108 0.102 -0.026 -0.041
C 2.42898 2.56048 1.55324 -0.014 -0.032 0.152
C 2.83424 3.01096 0.30795 0.035 0.106 -0.111
C 2.84423 2.14046 -0.76670 0.041 0.097 -0.006
C 2.44169 0.82709 -0.59854 0.012 -0.174 0.138
H 2.46127 0.15490 -1.44465 -0.066 -0.095 -0.100
H 3.15710 2.48190 -1.74218 0.034 0.033 -0.080
H 3.13989 4.03852 0.17636 0.029 0.083 -0.007
H 2.42032 3.23584 2.39662 -0.004 0.055 0.061
H 1.70063 0.90650 2.69211 -0.061 -0.033 0.106
C 2.59985 -1.81621 1.69847 -0.160 0.042 -0.182
H 2.63997 -1.38214 2.69456 0.003 0.050 0.094
H 3.58842 -1.75161 1.25228 0.073 -0.029 -0.031
H 2.32455 -2.86626 1.77695 0.000 -0.148 0.044
H 1.56362 -1.55589 -0.15724 0.039 0.144 0.100
H -2.59927 0.08991 2.27518 0.097 -0.006 0.034
H -1.83465 -1.41802 2.80689 -0.016 0.002 0.053
H -3.80125 -1.92572 1.43446 0.003 -0.021 -0.048
H -2.34284 -2.44204 0.57129 -0.130 -0.045 0.047
N 0.63529 -1.82807 -2.65838 0.598 -0.725 -0.116
O 0.67847 -2.97683 -2.26826 0.017 -0.197 0.051
O 1.46117 -1.31030 -3.38586 0.096 0.066 -0.119
Br 0.30707 1.52453 -3.52975 -0.193 0.118 0.059
H -2.38197 2.30792 -0.62125 -0.033 0.064 0.058
H -3.61463 1.81255 -1.80403 -0.059 0.058 -0.023
H -2.14074 2.63998 -2.33821 -0.026 0.012 -0.027
```
Positions in Å, forces in eV/Å.


One molecule with the formula C16H19Cl2NO2. Source: the OMol25 dataset; level of theory: ωB97M-V/def2-TZVPD.

* HOMO energy: -8.821 eV
* SMILES string: O=C(COc1ccc(Cl)cc1Cl)NCCC1=CCCCC1
* maximum force: 0.63 eV/Å
* ΔE to the lowest compared entry with this formula, charge and spin: 0.0 kJ/mol

The geometry in XYZ format:
```
40
Properties=species:S:1:pos:R:3:forces:R:3
O 2.16518 -1.62996 0.07051 0.345 -0.198 -0.044
C 1.19185 -0.99798 -0.27980 -0.214 0.528 -0.261
N -0.03583 -1.11746 0.24792 -0.376 0.086 -0.019
H -0.78313 -0.55845 -0.13767 0.167 0.048 -0.031
C -0.37327 -2.05422 1.29215 -0.123 -0.158 0.257
H 0.53748 -2.60974 1.52560 -0.120 0.063 0.059
H -0.68860 -1.49622 2.18157 0.083 -0.083 -0.034
C -1.49344 -3.01583 0.87135 0.352 -0.072 0.100
C -1.03058 -4.05753 -0.11195 -0.121 0.275 0.107
C -0.84963 -5.31921 0.25412 -0.057 -0.190 0.026
C -0.38379 -6.41105 -0.65803 0.161 0.012 -0.128
C 0.16989 -5.85854 -1.96782 -0.232 -0.127 -0.032
C -0.75739 -4.77048 -2.49492 0.257 0.123 0.005
C -0.76221 -3.59766 -1.51884 -0.038 -0.248 -0.218
H -1.51255 -2.86065 -1.81813 0.032 0.075 0.032
H 0.21515 -3.10648 -1.54995 -0.024 0.081 -0.062
H -0.42998 -4.43294 -3.48029 -0.068 -0.014 -0.028
H -1.76878 -5.17103 -2.59213 -0.062 -0.006 -0.055
H 0.27414 -6.66246 -2.69886 0.079 0.008 0.008
H 1.15837 -5.42933 -1.79287 0.083 -0.005 -0.025
H 0.37592 -7.00949 -0.14870 -0.049 -0.060 -0.008
H -1.22954 -7.07727 -0.86312 0.053 -0.077 0.017
H -1.06197 -5.62225 1.27135 -0.101 0.084 0.176
H -1.86488 -3.50921 1.77075 -0.058 0.024 0.012
H -2.31386 -2.43300 0.44217 -0.096 0.002 0.037
C 1.26217 0.03262 -1.41836 0.353 -0.235 -0.002
O 0.30880 1.06586 -1.30704 -0.175 0.120 0.011
C 0.46133 1.98256 -0.31391 -0.086 0.263 0.106
C 1.46065 1.96388 0.65242 -0.080 -0.135 -0.227
C 1.52763 2.95360 1.61862 -0.135 0.172 0.012
C 0.59049 3.97156 1.63026 0.009 -0.250 -0.201
C -0.42438 4.00822 0.68486 0.143 -0.112 0.038
C -0.48317 3.01742 -0.27511 0.201 -0.205 0.010
Cl -1.73985 3.03611 -1.45436 -0.168 0.067 -0.096
H -1.15965 4.79608 0.69415 -0.067 0.067 -0.008
Cl 0.67107 5.20669 2.83164 0.015 0.190 0.188
H 2.30884 2.92719 2.36088 0.063 0.017 0.081
H 2.19237 1.17251 0.66793 0.102 -0.099 -0.017
H 2.28319 0.42368 -1.48739 -0.119 -0.074 0.089
H 1.02276 -0.47589 -2.35770 0.073 0.041 0.128
```
Positions in Å, forces in eV/Å.


A 2-piece molecular cluster, C16H19ClF2NO11PS2 overall in a non-equilibrium geometry. Source: the OMol25 dataset; level of theory: ωB97M-V/def2-TZVPD.

* HOMO energy: 0.607 eV
* maximum force: 1.54 eV/Å
* total charge: -2

The geometry in XYZ format:
```
53
Properties=species:S:1:pos:R:3:forces:R:3
C 2.81454 -2.44067 1.24124 -0.211 -0.206 0.379
O 3.25096 -1.25477 1.88961 0.070 0.197 -0.074
C 3.82781 -0.36313 0.99895 -0.259 -0.111 -0.320
C 2.79390 0.39609 0.10962 0.819 -0.359 0.268
C 2.84266 1.88950 0.38495 -0.799 -0.007 -0.384
C 2.00348 2.78247 -0.59583 0.570 -0.405 0.549
C 0.78365 2.06626 -1.09899 -0.383 0.083 0.097
C 0.89380 1.29014 -2.26967 -0.222 -0.668 -0.126
P 2.52704 1.32056 -3.16798 0.222 0.912 0.394
O 2.06235 2.27243 -4.42936 0.040 -0.950 -0.253
Cl 2.73762 -0.58744 -3.96765 -0.037 0.037 -0.004
C -0.19604 0.52972 -2.73082 -0.077 0.226 0.244
O -0.13996 -0.20487 -3.88332 -0.194 0.192 0.163
C -1.37659 0.55005 -2.01194 0.117 0.325 -0.159
C -1.52208 1.34111 -0.88251 0.099 0.464 0.185
C -0.45934 2.10996 -0.40376 0.160 0.045 -0.902
S -0.69253 3.04946 1.07591 -0.467 -0.809 0.918
O -2.05686 3.37756 1.25038 -0.104 0.248 -0.318
O 0.02326 2.44669 2.13895 0.444 0.109 -0.161
F 0.02522 4.40448 0.75828 0.033 0.305 -0.268
C -2.96463 1.09771 -0.45160 1.072 -1.034 0.142
O -3.79647 1.79176 0.01626 -0.588 0.598 0.493
N -3.21395 -0.23411 -0.91921 -1.129 0.831 -0.647
C -4.59196 -0.68949 -0.80162 0.223 -0.247 0.359
C -4.97049 -0.97444 0.66731 -0.409 -0.169 -0.064
C -6.12684 -0.14234 1.15892 -0.028 0.109 0.316
F -3.88000 -0.81070 1.49598 0.128 0.136 0.111
C -2.66627 -0.18755 -2.21835 1.129 -0.170 0.841
O -3.16550 -0.59328 -3.21751 -0.366 -0.590 -0.718
H 3.62826 -2.92903 0.69750 0.191 0.147 -0.088
H 1.99499 -2.20161 0.54780 -0.053 -0.098 -0.112
H 2.48331 -3.15546 1.99691 -0.074 -0.071 0.232
H 4.41303 0.36735 1.55800 0.042 -0.017 0.227
H 4.50855 -0.91157 0.33527 0.206 0.066 -0.026
H 1.81959 -0.03929 0.32189 -0.180 0.117 -0.001
H 3.05192 0.15487 -0.92323 -0.155 0.129 -0.202
H 2.44439 2.04338 1.38432 0.163 0.062 0.196
H 3.86805 2.24834 0.34519 0.135 0.038 0.086
H 1.76903 3.69621 -0.07799 -0.155 0.188 0.004
H 2.65400 3.07330 -1.41238 -0.082 -0.026 -0.272
H 1.41589 1.79372 -4.97177 -0.167 0.314 -0.059
H 0.35294 -1.01450 -3.69795 0.154 -0.029 -0.222
H -4.66484 -1.62150 -1.35009 0.033 0.018 -0.290
H -5.28234 0.03401 -1.23077 -0.045 0.110 -0.092
H -5.26504 -2.02012 0.75721 0.158 -0.165 -0.063
H -6.45037 -0.50107 2.13339 -0.008 -0.046 0.094
H -5.85394 0.90405 1.25720 0.072 0.105 -0.151
H -6.96748 -0.24021 0.47503 -0.075 0.021 -0.113
O 2.38448 -4.19318 5.53747 -0.029 -0.024 -0.048
S 3.06360 -4.78527 4.35135 0.171 0.018 0.089
O 3.61063 -6.12772 4.70003 -0.088 -0.017 -0.070
O 4.17565 -3.89212 3.90553 -0.027 0.017 -0.077
O 2.07892 -4.91572 3.22391 -0.041 0.051 -0.104
```
Positions in Å, forces in eV/Å.


One molecule with the formula C16H19ClN4O3. Source: the OMol25 dataset; level of theory: ωB97M-V/def2-TZVPD.

* HOMO energy: -9.256 eV
* SMILES string: C[C@H]1CCCC[C@@]12NC(=O)N(CC(=O)Nc1cccnc1Cl)C2=O
* maximum force: 0.66 eV/Å
* ΔE to the lowest compared entry with this formula, charge and spin: 0.0 kJ/mol

The geometry in XYZ format:
```
43
Properties=species:S:1:pos:R:3:forces:R:3
C -3.52454 -1.66593 0.39837 0.011 0.205 -0.186
H -4.58679 -1.89618 0.42057 -0.088 -0.072 0.008
H -3.02315 -2.42943 -0.19207 0.016 -0.168 -0.026
H -3.14384 -1.70771 1.41692 0.005 -0.022 0.099
C -3.30400 -0.28375 -0.21187 0.038 -0.223 0.273
C -4.07929 0.79156 0.55013 0.018 0.070 -0.454
C -3.87157 2.16801 -0.07371 0.086 0.034 0.313
C -2.39019 2.52858 -0.09529 -0.121 -0.096 -0.290
C -1.59333 1.47311 -0.85477 0.046 0.003 0.123
H -1.91305 1.44219 -1.89763 0.001 -0.013 -0.053
H -0.52776 1.71277 -0.83525 0.003 -0.045 -0.048
C -1.80438 0.07142 -0.25959 -0.326 0.252 -0.521
N -1.15091 -0.07567 1.02034 -0.300 0.308 0.118
C -0.11798 -0.93252 0.99348 0.000 -0.109 0.049
O 0.63347 -1.22174 1.90103 0.140 -0.173 0.339
N -0.06201 -1.46508 -0.29524 0.200 -0.139 0.108
C -1.03891 -0.94404 -1.10442 -0.176 0.140 0.110
O -1.24593 -1.24576 -2.24865 -0.087 0.031 -0.167
C 0.93015 -2.41980 -0.73743 0.199 -0.042 -0.181
H 1.02465 -3.21474 0.00779 -0.034 0.053 -0.079
H 0.58946 -2.82489 -1.69265 0.100 0.049 0.169
C 2.28678 -1.72942 -0.94804 -0.229 -0.568 0.056
O 2.81935 -1.63154 -2.02547 0.001 0.032 -0.243
N 2.82241 -1.27253 0.21370 0.173 0.089 0.508
C 3.89196 -0.36114 0.23175 0.303 0.159 -0.150
C 5.07510 -0.63579 0.90458 -0.146 0.194 -0.170
C 6.10548 0.29126 0.87465 -0.076 0.016 0.009
C 5.91420 1.46497 0.16459 0.222 -0.175 0.192
N 4.78359 1.75079 -0.45866 -0.341 0.155 -0.264
C 3.80745 0.87518 -0.42134 0.381 -0.187 0.327
Cl 2.34193 1.33563 -1.18994 -0.402 0.190 -0.198
H 6.68327 2.22060 0.09216 0.146 0.004 0.063
H 7.03535 0.10026 1.38569 0.095 0.002 0.036
H 5.17590 -1.56989 1.43636 0.004 -0.107 0.005
H 2.31068 -1.42454 1.08272 -0.028 0.073 -0.236
H -1.35865 0.49399 1.82144 0.162 -0.079 0.052
H -2.24794 3.49678 -0.57717 0.070 0.041 0.090
H -2.01633 2.61285 0.92770 0.041 0.086 0.087
H -4.42907 2.91797 0.49013 -0.053 0.033 -0.070
H -4.25589 2.16204 -1.09561 -0.064 0.036 -0.058
H -5.14073 0.53799 0.53771 -0.006 -0.066 0.107
H -3.75749 0.80568 1.59415 -0.026 -0.026 0.148
H -3.64746 -0.30154 -1.25114 0.041 0.055 0.003
```
Positions in Å, forces in eV/Å.


One molecule with the formula C16H19FO5. Source: the OMol25 dataset; level of theory: ωB97M-V/def2-TZVPD.

* HOMO energy: -9.067 eV
* SMILES string: O=C(O)C1=C[C@@H](c2ccc(F)cc2)C[C@@H](OCCCCO)O1
* maximum force: 0.78 eV/Å

The geometry in XYZ format:
```
41
Properties=species:S:1:pos:R:3:forces:R:3
O 0.35070 -4.09583 0.35608 -0.188 0.095 -0.102
C -0.27284 -3.14038 -0.01484 0.280 0.035 0.139
O -1.46328 -3.23995 -0.61307 -0.310 -0.138 -0.171
H -1.78542 -2.35239 -0.84724 0.125 -0.087 0.101
C 0.21331 -1.73359 0.14389 0.336 0.179 0.271
C 1.38961 -1.44605 0.70187 -0.421 0.014 -0.109
C 1.90323 -0.04197 0.80225 -0.123 0.150 -0.190
C 3.37538 0.03859 0.47778 -0.051 0.004 0.134
C 3.89841 -0.69124 -0.58359 0.048 0.108 0.128
C 5.23914 -0.60540 -0.90884 0.210 0.092 0.011
C 6.05250 0.22528 -0.15963 -0.149 0.022 0.053
C 5.56059 0.96457 0.89971 0.226 -0.047 -0.153
C 4.21662 0.86401 1.21186 -0.045 -0.110 -0.121
H 3.82134 1.43480 2.03921 -0.058 0.052 0.103
H 6.22313 1.60114 1.46428 0.094 0.054 0.041
F 7.36187 0.31683 -0.47064 -0.067 -0.015 0.018
H 5.65652 -1.17021 -1.72711 0.071 -0.050 -0.079
H 3.25082 -1.33871 -1.15567 -0.064 -0.094 -0.080
C 1.09985 0.83852 -0.16510 -0.459 -0.178 0.164
H 1.27260 1.89678 0.02415 -0.003 0.013 -0.010
H 1.38533 0.62147 -1.19546 0.034 0.006 -0.035
C -0.39478 0.55379 -0.02587 0.360 0.641 0.273
O -1.08758 1.36024 -0.90554 0.234 -0.190 0.020
C -2.46165 1.57381 -0.61641 -0.270 -0.170 0.009
C -3.34026 0.34712 -0.86616 0.001 0.189 -0.019
C -4.83335 0.67312 -0.82841 0.218 -0.035 0.427
C -5.32259 1.02785 0.58025 -0.230 0.235 -0.481
H -6.40712 1.20790 0.55211 0.147 0.080 0.018
O -5.01062 0.04075 1.53269 0.099 -0.387 0.258
H -5.43105 -0.78673 1.27189 0.018 0.057 0.054
H -4.83752 1.93869 0.93597 -0.083 0.010 -0.019
H -5.38791 -0.20029 -1.18264 -0.075 0.054 -0.056
H -5.05605 1.50601 -1.49662 -0.095 0.025 -0.103
H -3.08207 -0.06160 -1.84492 0.055 -0.036 0.001
H -3.12855 -0.40701 -0.10582 0.007 -0.019 -0.095
H -2.75194 2.38728 -1.28587 -0.062 -0.018 0.122
H -2.56330 1.90905 0.42407 0.006 0.059 -0.087
O -0.68268 -0.81087 -0.33042 0.164 -0.317 -0.148
H -0.72341 0.73222 1.01780 -0.008 -0.082 -0.226
H 1.75380 0.31871 1.82809 0.051 -0.004 -0.069
H 1.99923 -2.25629 1.06591 -0.020 -0.197 0.007
```
Positions in Å, forces in eV/Å.